Below is a 2-piece molecular cluster, C3H9NO2 overall, with properties calculated with the ωB97M-V functional and the def2-TZVPD basis.

Properties
Max |F| in eV/Å: 1.3
Charge: 0
Gap between HOMO and LUMO in eV: 10.753
E_HOMO in eV: -10.0
M in g mol⁻¹: 91.1

The geometry in XYZ format:
```
15
Properties=species:S:1:pos:R:3:mulliken_charge:R:1
O 1.852 -0.264 0.030 -0.562
O -0.094 -0.533 -1.065 -0.486
N -0.948 1.967 -0.282 -0.631
C 0.483 -2.208 0.498 -0.863
C -1.685 1.482 0.923 -0.711
C 0.840 -0.880 -0.141 0.594
H -0.222 2.602 0.035 0.217
H -2.682 1.148 0.645 0.290
H -0.316 0.428 -0.911 0.504
H 1.070 -2.386 1.393 0.302
H -0.580 -2.175 0.731 0.266
H 0.632 -2.983 -0.251 0.289
H -1.627 2.565 -0.746 0.250
H -1.851 2.288 1.640 0.349
H -1.127 0.664 1.368 0.193
```